The following is a DFT calculation (ωB97M-V with the def2-TZVPD basis set) of an isolated molecule of C24H35N3O5S in a non-equilibrium geometry.

Each line ends with the natural charge from an NBO analysis.
Positions of all 68 atoms, in Å:
C (1.46, -1.56, 2.49)  -0.639
C (-0.02, -1.26, 2.24)  0.116
C (-0.87, -2.53, 2.35)  -0.656
O (-0.50, -0.19, 3.04)  -0.554
C (-0.66, -0.44, 4.43)  -0.072
C (-1.17, 0.85, 5.08)  -0.420
C (-2.66, 1.10, 4.79)  -0.222
N (-2.89, 1.21, 3.37)  -0.607
C (-3.32, 0.16, 2.65)  0.683
O (-3.86, -0.84, 3.13)  -0.676
C (-3.09, 0.26, 1.18)  -0.308
C (-3.58, -0.76, 0.42)  0.141
N (-3.34, -0.94, -0.89)  -0.354
C (-3.96, -2.05, -1.59)  -0.403
C (-2.46, -0.11, -1.53)  0.182
C (-2.05, -0.34, -2.86)  -0.259
C (-1.12, 0.49, -3.45)  -0.153
C (-0.61, 1.57, -2.76)  -0.354
S (0.72, 2.54, -3.50)  2.343
O (0.42, 3.93, -3.35)  -0.932
O (0.94, 2.01, -4.82)  -0.945
N (2.05, 2.20, -2.58)  -0.682
C (2.23, 2.95, -1.37)  -0.429
C (2.57, 0.85, -2.68)  -0.046
C (4.09, 0.84, -2.79)  -0.398
C (4.59, -0.58, -3.06)  -0.397
C (4.13, -1.53, -1.96)  -0.397
C (2.61, -1.50, -1.82)  -0.393
C (2.13, -0.08, -1.54)  -0.429
C (-1.02, 1.84, -1.48)  -0.142
C (-1.93, 1.00, -0.84)  -0.103
C (-2.27, 1.28, 0.57)  0.512
O (-1.85, 2.29, 1.13)  -0.615
H (1.61, -2.03, 3.45)  0.204
H (1.83, -2.23, 1.71)  0.210
H (2.03, -0.64, 2.46)  0.216
H (-0.13, -0.85, 1.23)  0.177
H (-1.92, -2.28, 2.38)  0.235
H (-0.67, -3.17, 1.49)  0.209
H (-0.61, -3.09, 3.25)  0.205
H (-1.37, -1.25, 4.60)  0.178
H (0.31, -0.71, 4.88)  0.167
H (-1.03, 0.77, 6.16)  0.211
H (-0.58, 1.68, 4.71)  0.210
H (-3.26, 0.26, 5.15)  0.224
H (-2.98, 2.02, 5.28)  0.198
H (-2.36, 1.90, 2.86)  0.435
H (-4.20, -1.50, 0.91)  0.243
H (-4.66, -2.54, -0.92)  0.226
H (-4.51, -1.68, -2.46)  0.213
H (-3.21, -2.77, -1.91)  0.208
H (-2.45, -1.17, -3.42)  0.225
H (-0.78, 0.31, -4.46)  0.250
H (3.30, 3.09, -1.17)  0.208
H (1.77, 2.48, -0.50)  0.186
H (1.77, 3.93, -1.53)  0.247
H (2.16, 0.48, -3.63)  0.226
H (4.40, 1.51, -3.59)  0.221
H (4.53, 1.20, -1.85)  0.193
H (5.68, -0.58, -3.12)  0.211
H (4.19, -0.92, -4.02)  0.197
H (4.46, -2.54, -2.18)  0.209
H (4.58, -1.23, -1.01)  0.194
H (2.16, -1.86, -2.75)  0.195
H (2.29, -2.16, -1.02)  0.207
H (2.56, 0.27, -0.60)  0.200
H (1.04, -0.06, -1.45)  0.214
H (-0.65, 2.70, -0.94)  0.258

- Calculated total energy: -51000.2382 eV
- HOMO level: -8.8 eV
- Energy above the lowest of the compared OMol25 structures with the same formula, charge and spin: 5.2 kcal per mole
- HOMO-LUMO gap: 8.6 eV
- E_LUMO: -0.147 eV
- SMILES string: CC(C)OCCCNC(=O)c1cn(C)c2ccc(S(=O)(=O)N(C)C3CCCCC3)cc2c1=O